DFT (ωB97M-V with the def2-TZVPD basis set) results for one molecule with the formula C17H22BrNO2 at a distorted geometry.

Output
HOMO level   -7.9 eV
M   352.3 g/mol
Orbital gap   8.47 eV
ΔE to the lowest compared entry with this formula, charge and spin   39.9 kcal/mol
Total energy   -93611.813 eV

Positions of all 43 atoms, in Å:
C: 2.371 3.430 0.010
C: 2.243 2.816 -1.369
C: 0.739 2.483 -1.558
C: -0.169 3.453 -2.019
C: -1.521 3.317 -1.843
Br: -2.616 4.826 -2.164
C: -2.073 2.115 -1.362
C: -1.196 1.127 -1.088
C: -1.461 -0.248 -0.421
C: -0.227 -0.741 -0.220
N: 0.716 0.099 -0.692
C: 0.189 1.243 -1.227
C: -0.010 -2.085 0.538
C: 1.286 -2.839 -0.008
C: 1.164 -3.429 -1.467
C: 0.302 -1.886 2.080
C: -0.174 -0.636 2.709
O: 0.308 -0.640 4.044
O: -1.133 -3.015 0.314
C: -2.463 -2.332 0.699
C: -2.717 -0.988 -0.046
H: 3.376 3.769 0.042
H: 2.269 2.683 0.843
H: 1.670 4.252 0.167
H: 2.952 1.965 -1.356
H: 2.591 3.439 -2.200
H: 0.203 4.464 -2.201
H: -3.101 1.918 -1.062
H: 1.739 0.024 -0.555
H: 2.053 -2.005 -0.117
H: 1.643 -3.615 0.650
H: 2.112 -3.641 -1.971
H: 0.763 -2.623 -2.110
H: 0.612 -4.319 -1.545
H: -0.065 -2.799 2.644
H: 1.405 -1.806 2.366
H: -1.268 -0.504 2.732
H: 0.166 0.309 2.155
H: -0.302 -0.871 4.680
H: -2.476 -2.128 1.769
H: -3.333 -2.928 0.425
H: -3.294 -0.324 0.598
H: -3.272 -1.330 -0.864

---

DFT (ωB97M-V with the def2-TZVPD basis set) results for C19H46AuCl2P2 as an isolated structure at a distorted geometry.

Output
HOMO level (spin up / spin down)   -0.8 / -4.3 eV
<S²>   2.007
M   604.4 g/mol
Spin multiplicity   3
Orbital gap (spin up / spin down)   3.57 / 7.10 eV
Total charge   -1
ΔE to the lowest compared entry with this formula, charge and spin   0.0 kcal/mol
Total energy   -67761.983 eV

Positions of all 70 atoms, in Å:
Au: -0.451 -1.687 0.548
P: -0.713 -3.927 0.894
C: 0.119 -5.025 -0.383
C: -0.229 -4.627 2.550
C: -2.537 -4.231 0.618
C: 1.424 -4.451 -0.918
H: -0.605 -5.015 -1.202
C: 0.321 -6.470 0.061
H: 1.101 -6.551 0.815
H: 0.639 -7.066 -0.794
H: -0.578 -6.932 0.460
H: 1.279 -3.489 -1.396
H: 1.841 -5.133 -1.658
H: 2.166 -4.327 -0.132
H: -2.614 -4.130 -0.467
C: -3.372 -3.110 1.229
C: -3.044 -5.612 1.003
H: -2.563 -6.402 0.435
H: -4.113 -5.675 0.797
H: -2.909 -5.825 2.061
H: -3.085 -2.134 0.836
H: -3.292 -3.068 2.310
H: -4.422 -3.257 0.976
C: 1.246 -4.364 2.820
H: -0.379 -5.702 2.434
C: -1.099 -4.143 3.699
H: 1.893 -4.751 2.037
H: 1.535 -4.849 3.752
H: 1.436 -3.299 2.923
H: -1.069 -3.062 3.792
H: -0.721 -4.567 4.629
H: -2.134 -4.456 3.598
Cl: -0.008 -0.954 2.759
H: 1.021 -1.885 0.158
H: -0.681 -2.303 -0.913
P: 0.727 3.990 -1.161
C: -0.613 4.542 -2.384
C: 0.913 5.455 -0.003
C: 2.259 4.024 -2.267
C: -1.936 3.872 -2.024
H: -0.273 4.100 -3.325
C: -0.803 6.034 -2.615
H: -1.186 6.536 -1.729
H: -1.531 6.199 -3.412
H: 0.115 6.536 -2.905
H: -1.823 2.794 -1.929
H: -2.689 4.070 -2.788
H: -2.327 4.242 -1.077
H: 1.895 3.513 -3.163
C: 3.354 3.143 -1.674
C: 2.801 5.379 -2.693
H: 2.063 5.969 -3.230
H: 3.658 5.252 -3.357
H: 3.141 5.967 -1.843
H: 2.973 2.157 -1.417
H: 3.782 3.574 -0.772
H: 4.169 3.016 -2.390
C: -0.329 5.547 0.876
H: 1.008 6.375 -0.582
C: 2.150 5.295 0.872
H: -1.238 5.715 0.305
H: -0.232 6.372 1.585
H: -0.466 4.630 1.449
H: 2.146 4.335 1.387
H: 2.175 6.077 1.633
H: 3.074 5.365 0.306
Cl: -0.268 0.572 -1.500
C: -0.602 0.301 0.224
H: -1.629 0.646 0.465
H: 0.140 0.882 0.810

---

DFT (ωB97M-V with the def2-TZVPD basis set) results for C3H5BBeF4I2OS2 as an isolated structure.

Output
HOMO level   -8.6 eV
M   470.8 g/mol
Orbital gap   7.46 eV
ΔE to the lowest compared entry with this formula, charge and spin   23.8 kcal/mol
Total energy   -55066.778 eV

Positions of all 19 atoms, in Å:
Be: -0.350 0.298 0.718
I: 1.603 0.503 2.501
C: -0.033 0.446 3.846
I: -1.820 -0.126 2.857
H: -0.179 1.451 4.220
H: 0.182 -0.280 4.619
C: -2.099 4.194 -1.453
O: -1.685 4.197 -0.077
C: -1.199 3.098 0.498
S: -0.804 3.185 2.100
S: -0.985 1.715 -0.541
H: -2.580 5.154 -1.603
H: -2.798 3.385 -1.649
H: -1.233 4.098 -2.106
F: -0.093 -1.021 0.153
B: 0.401 -2.851 0.677
F: -0.579 -3.455 0.010
F: 0.266 -2.697 2.003
F: 1.627 -2.814 0.159

---

DFT (ωB97M-V with the def2-TZVPD basis set) results for a 2-piece molecular cluster, C17H33INO2 overall.

Output
HOMO level   -11.7 eV
M   410.4 g/mol
Orbital gap   9.59 eV
Total charge   +1
Total energy   -31844.952 eV

Positions of all 54 atoms, in Å:
C: 6.173 -4.089 -1.131
C: 5.634 -2.916 -1.959
C: 4.604 -2.064 -1.185
C: 5.106 -0.643 -0.839
C: 3.295 -2.010 -1.974
O: 2.351 -1.115 -1.345
C: 1.520 -1.793 -0.530
O: 0.749 -1.226 0.211
C: 1.769 -3.275 -0.686
C: 2.545 -3.348 -1.994
I: 1.125 -3.334 -3.618
H: 6.948 -4.640 -1.663
H: 6.582 -3.719 -0.186
H: 5.356 -4.772 -0.872
H: 5.184 -3.319 -2.874
H: 6.472 -2.289 -2.271
H: 4.395 -2.585 -0.243
H: 4.444 0.125 -1.240
H: 6.116 -0.479 -1.217
H: 5.145 -0.499 0.243
H: 3.480 -1.653 -2.988
H: 2.411 -3.544 0.163
H: 0.880 -3.895 -0.611
H: 3.156 -4.239 -2.097
C: -6.026 2.809 2.319
C: -5.029 3.647 1.521
C: -4.423 2.999 0.285
N: -3.274 1.994 0.452
C: -3.156 1.446 1.854
C: -1.885 0.642 2.088
C: -0.646 1.446 1.726
C: -0.749 1.885 0.278
C: -1.998 2.709 0.048
C: -3.525 0.856 -0.487
H: -5.563 2.012 2.898
H: -6.555 3.443 3.028
H: -6.771 2.362 1.659
H: -4.256 4.070 2.166
H: -5.571 4.510 1.127
H: -4.017 3.778 -0.355
H: -5.202 2.493 -0.283
H: -3.186 2.295 2.533
H: -4.035 0.826 2.010
H: -1.872 0.361 3.141
H: -1.902 -0.292 1.522
H: 0.251 0.846 1.872
H: -0.565 2.320 2.381
H: -0.737 1.009 -0.374
H: 0.114 2.486 -0.010
H: -2.121 2.971 -1.002
H: -1.971 3.627 0.638
H: -3.584 1.250 -1.499
H: -4.467 0.388 -0.212
H: -2.720 0.134 -0.418

---

DFT (ωB97M-V with the def2-TZVPD basis set) results for C6H24FN12O6Zn as an isolated structure at a distorted geometry.

Output
HOMO level   -10.9 eV
M   444.7 g/mol
Orbital gap   8.62 eV
Total charge   +1
ΔE to the lowest compared entry with this formula, charge and spin   27.7 kcal/mol
Total energy   -87916.843 eV

Positions of all 50 atoms, in Å:
Zn: 8.304 8.352 10.528
F: 8.174 8.430 12.471
C: 5.819 6.518 14.351
O: 5.054 5.722 14.868
N: 6.117 6.496 13.008
N: 6.522 7.468 15.041
H: 6.856 7.097 12.654
H: 5.462 6.062 12.385
H: 6.494 7.423 16.043
H: 7.352 7.854 14.610
C: 9.146 8.385 7.507
O: 8.430 8.531 8.501
N: 9.757 7.182 7.276
N: 9.358 9.380 6.616
H: 10.138 7.005 6.362
H: 9.310 6.448 7.800
H: 8.914 10.262 6.784
H: 10.100 9.282 5.948
C: 8.205 4.940 10.679
O: 8.221 6.158 10.487
N: 8.540 4.046 9.693
N: 7.885 4.381 11.870
H: 8.488 3.073 9.931
H: 8.616 4.346 8.743
H: 7.417 4.918 12.596
H: 8.147 3.425 12.034
C: 8.254 11.571 10.851
O: 8.467 10.396 10.564
N: 7.761 12.456 9.939
N: 8.468 12.055 12.091
H: 7.857 13.446 10.098
H: 7.594 12.257 8.971
H: 8.943 11.462 12.751
H: 8.558 13.048 12.230
C: 11.492 7.387 10.366
O: 10.405 7.945 10.428
N: 12.620 8.033 9.983
N: 11.655 6.126 10.872
H: 12.601 9.011 9.763
H: 13.508 7.579 9.872
H: 10.937 5.750 11.462
H: 12.455 5.577 10.615
C: 5.202 8.670 9.565
O: 6.155 8.245 10.214
N: 5.184 8.706 8.203
N: 4.007 8.992 10.148
H: 4.433 9.151 7.706
H: 5.857 8.253 7.613
H: 3.132 8.779 9.711
H: 4.063 9.200 11.131

---

DFT (ωB97M-V with the def2-TZVPD basis set) results for one molecule with the formula C20H25NO5S.

Output
HOMO level   -8.3 eV
M   391.5 g/mol
Orbital gap   8.90 eV
ΔE to the lowest compared entry with this formula, charge and spin   33.7 kcal/mol
Total energy   -43708.166 eV

Positions of all 52 atoms, in Å:
C: 0.315 4.051 -1.186
C: 0.118 2.740 -0.512
C: -0.932 2.224 0.183
C: -0.527 0.937 0.623
C: 0.741 0.761 0.159
C: 1.724 -0.366 0.292
N: 1.154 -1.518 0.957
C: 0.499 -2.524 0.334
O: 0.074 -3.491 0.943
C: 0.378 -2.486 -1.192
O: -0.016 -1.281 -1.792
C: -1.327 -0.882 -1.672
C: -2.241 -1.501 -0.831
C: -3.534 -1.015 -0.750
C: -3.914 0.082 -1.496
C: -3.009 0.706 -2.345
C: -3.430 1.898 -3.149
C: -1.706 0.222 -2.445
C: -0.721 0.872 -3.369
C: 1.400 -1.685 2.386
C: 2.808 -2.315 2.590
C: 3.425 -1.799 3.868
S: 2.985 -0.041 3.734
O: 3.736 0.548 2.657
O: 2.995 0.635 4.999
C: 1.287 -0.391 3.181
O: 1.139 1.852 -0.528
H: 0.987 4.681 -0.604
H: 0.760 3.908 -2.169
H: -0.640 4.559 -1.288
H: -1.881 2.687 0.359
H: -1.117 0.242 1.184
H: 2.589 -0.016 0.869
H: 2.079 -0.640 -0.706
H: -0.294 -3.308 -1.473
H: 1.371 -2.702 -1.605
H: -1.957 -2.349 -0.229
H: -4.242 -1.498 -0.094
H: -4.923 0.460 -1.421
H: -3.283 1.718 -4.213
H: -2.838 2.771 -2.876
H: -4.479 2.125 -2.978
H: -0.660 1.940 -3.172
H: -1.032 0.740 -4.406
H: 0.263 0.433 -3.242
H: 0.641 -2.400 2.724
H: 3.447 -2.011 1.758
H: 2.725 -3.401 2.574
H: 4.501 -1.922 3.912
H: 2.954 -2.183 4.767
H: 0.704 -0.512 4.088
H: 0.902 0.442 2.603

---

> The highest total energy belongs to which entry?

C17H33INO2

---

> Which formula does entry 1 have?

C17H22BrNO2

---

> What is the formula in the fourth record?

C17H33INO2

---

Please write out number 6 again, unchanged.
DFT (ωB97M-V with the def2-TZVPD basis set) results for one molecule with the formula C20H25NO5S.

Output
HOMO level   -8.3 eV
M   391.5 g/mol
Orbital gap   8.90 eV
ΔE to the lowest compared entry with this formula, charge and spin   33.7 kcal/mol
Total energy   -43708.166 eV

Positions of all 52 atoms, in Å:
C: 0.315 4.051 -1.186
C: 0.118 2.740 -0.512
C: -0.932 2.224 0.183
C: -0.527 0.937 0.623
C: 0.741 0.761 0.159
C: 1.724 -0.366 0.292
N: 1.154 -1.518 0.957
C: 0.499 -2.524 0.334
O: 0.074 -3.491 0.943
C: 0.378 -2.486 -1.192
O: -0.016 -1.281 -1.792
C: -1.327 -0.882 -1.672
C: -2.241 -1.501 -0.831
C: -3.534 -1.015 -0.750
C: -3.914 0.082 -1.496
C: -3.009 0.706 -2.345
C: -3.430 1.898 -3.149
C: -1.706 0.222 -2.445
C: -0.721 0.872 -3.369
C: 1.400 -1.685 2.386
C: 2.808 -2.315 2.590
C: 3.425 -1.799 3.868
S: 2.985 -0.041 3.734
O: 3.736 0.548 2.657
O: 2.995 0.635 4.999
C: 1.287 -0.391 3.181
O: 1.139 1.852 -0.528
H: 0.987 4.681 -0.604
H: 0.760 3.908 -2.169
H: -0.640 4.559 -1.288
H: -1.881 2.687 0.359
H: -1.117 0.242 1.184
H: 2.589 -0.016 0.869
H: 2.079 -0.640 -0.706
H: -0.294 -3.308 -1.473
H: 1.371 -2.702 -1.605
H: -1.957 -2.349 -0.229
H: -4.242 -1.498 -0.094
H: -4.923 0.460 -1.421
H: -3.283 1.718 -4.213
H: -2.838 2.771 -2.876
H: -4.479 2.125 -2.978
H: -0.660 1.940 -3.172
H: -1.032 0.740 -4.406
H: 0.263 0.433 -3.242
H: 0.641 -2.400 2.724
H: 3.447 -2.011 1.758
H: 2.725 -3.401 2.574
H: 4.501 -1.922 3.912
H: 2.954 -2.183 4.767
H: 0.704 -0.512 4.088
H: 0.902 0.442 2.603